This record from the Open Molecules 2025 dataset describes a molecular structure, C23H19MnN10O5S. The level of theory is ωB97M-V with the def2-TZVPD basis set.

```
59
Properties=species:S:1:pos:R:3:nbo_charge:R:1
C 3.118 0.697 1.439 -0.2686
C 3.061 -0.602 0.866 0.3970
N -0.133 1.438 -1.546 -0.6210
C 1.033 0.335 -3.290 0.1496
S -3.096 -0.048 -1.916 0.0069
O -0.326 -1.951 -0.936 -0.6546
O -3.692 -7.202 -0.210 -0.3571
C 1.381 0.099 -4.602 -0.1852
C -2.836 -5.107 0.214 0.0078
N -2.943 -6.335 -0.604 0.5326
O -0.925 -0.771 0.766 -0.6948
C -3.578 -5.012 1.377 -0.1424
H -2.552 -1.922 2.315 0.2358
H -4.047 -3.766 3.054 0.2328
H -1.020 1.215 1.298 0.3889
H -1.282 4.147 -5.024 0.4208
H 6.261 -1.526 1.527 0.2254
C -1.910 -2.954 0.556 -0.1215
H 1.005 0.751 -5.377 0.2570
C -1.028 -1.861 0.114 0.7783
C 0.155 1.445 -2.865 0.4803
C 1.941 1.488 1.532 0.2343
O -2.271 -6.392 -1.612 -0.3665
H 6.347 0.744 2.516 0.2301
C 2.200 -0.989 -4.872 -0.1217
H 2.495 -1.208 -5.889 0.2402
N 0.876 1.213 0.860 -0.3546
C -2.645 -2.827 1.731 -0.1349
C 2.621 -1.795 -3.828 -0.2198
N -1.087 3.575 -1.883 -0.5578
N -4.762 1.575 -0.544 -0.7799
H 4.307 2.145 2.495 0.2173
O 1.989 -1.125 0.326 -0.7074
C -0.663 2.596 -1.097 0.6367
C 4.230 -1.389 0.930 -0.2436
H -5.640 1.222 -0.909 0.3961
H -1.431 -4.208 -1.132 0.2695
C 4.307 1.159 2.045 -0.1134
H -1.933 5.058 -3.686 0.4200
H -0.938 3.756 0.533 0.4217
H 4.191 -2.391 0.524 0.2213
C -3.477 -3.857 2.140 -0.2149
C -1.997 -4.102 -0.219 -0.1403
C 5.434 0.386 2.063 -0.2631
C 5.379 -0.900 1.501 -0.1396
N -0.693 2.830 0.224 -0.4235
H 3.245 -2.659 -4.003 0.2449
N 1.463 -0.431 -2.276 -0.4382
N -0.213 2.347 -3.725 -0.5199
C -3.612 1.083 -0.924 -0.0130
N -1.436 4.259 -4.038 -0.7354
H 2.503 -2.086 -1.677 0.2436
H -4.217 -5.833 1.666 0.2591
C 2.225 -1.492 -2.536 0.1000
N -0.299 1.931 1.219 -0.2888
H 1.898 2.322 2.229 0.2184
Mn 0.542 -0.181 -0.484 1.3303
C -0.923 3.375 -3.188 0.6163
H -4.810 2.321 0.130 0.4084
```

## Properties
* highest occupied orbital energy (spin up / spin down): -10.282 / -10.936 eV
* DFT total energy: -91446.1331 eV
* LUMO level (spin up / spin down): -3.346 / -3.678 eV
* gap between HOMO and LUMO (spin up / spin down): 6.94 / 7.26 eV
* multiplicity: 4
* charge: +1